DFT (ωB97M-V/def2-TZVPD) results for a structure of composition C8H4BrF6FeNO8S3.

Atoms and positions in Å:
Fe (-0.863, -0.234, -0.657)
O (-2.774, -0.123, -0.469)
S (-2.762, -0.431, -1.971)
O (-3.949, -0.064, -2.669)
O (-1.525, 0.429, -2.318)
O (-2.281, -1.819, -2.067)
F (3.644, -1.087, 1.667)
C (2.819, -0.370, 0.905)
F (3.506, 0.628, 0.357)
F (1.853, 0.123, 1.671)
S (2.113, -1.452, -0.411)
O (1.084, -0.661, -1.076)
O (3.231, -1.819, -1.210)
N (1.570, -2.675, 0.421)
S (0.088, -2.790, 0.955)
O (-0.728, -1.600, 0.717)
O (0.013, -3.330, 2.268)
C (-0.597, -4.099, -0.155)
F (-0.002, -5.253, 0.156)
F (-1.900, -4.215, 0.046)
F (-0.349, -3.819, -1.421)
Br (0.313, 5.916, 1.464)
C (-0.013, 4.149, 0.840)
C (0.963, 3.494, 0.108)
C (0.719, 2.201, -0.333)
C (-0.481, 1.552, -0.058)
C (-1.453, 2.251, 0.650)
C (-1.224, 3.541, 1.114)
H (1.901, 3.985, -0.118)
H (1.484, 1.717, -0.924)
H (-2.412, 1.791, 0.847)
H (-1.987, 4.066, 1.671)

Cartesian forces, eV/Å:
-0.39 0.38 -0.54
-0.08 0.04 -0.01
0.19 -0.57 0.00
-0.06 0.00 -0.05
0.33 0.06 0.09
-0.32 0.41 -0.12
0.03 0.02 -0.04
0.03 -0.07 0.08
-0.04 0.06 -0.03
-0.05 0.02 0.04
0.03 -0.48 -0.03
0.06 0.18 0.03
-0.04 -0.03 0.05
-0.26 0.37 0.00
0.39 -0.14 -0.03
0.08 -0.15 0.48
0.08 0.01 0.01
-0.03 0.03 0.05
-0.02 -0.03 -0.01
0.01 0.00 -0.01
-0.01 0.04 -0.04
0.01 0.02 0.01
-0.01 -0.10 -0.04
-0.07 0.07 0.07
0.07 -0.08 -0.17
0.13 0.14 0.14
-0.16 -0.16 0.12
0.08 0.05 -0.01
0.00 0.00 0.00
-0.01 -0.03 -0.01
0.02 -0.02 -0.02
0.00 0.00 0.00

## Properties
- Multiplicity: 2
- Charge: -1
- Orbital gap (alpha / beta): 8.84 / 9.03 eV
- LUMO energy (alpha / beta): 2.29 / 2.46 eV
- Expectation value of S²: 0.80

Here are the Mulliken charges for atoms 1 to 8, given in e: number 1, Fe, carries 0.664; number 2, O, carries -0.553; number 3, S, carries 1.057; number 4, O, carries -0.633; number 5, O, carries -0.503; number 6, O, carries -0.564; number 7, F, carries -0.238; number 8, C, carries 0.729



DFT (ωB97M-V/def2-TZVPD) results for a structure of composition C8H4IrNO4Se4 at a distorted geometry.

Atoms and positions in Å:
Ir (0.122, 0.514, -2.845)
Se (-1.448, -1.244, -3.304)
Se (-0.318, -2.442, -4.793)
Se (1.873, -1.519, -4.980)
Se (2.349, -0.411, -3.103)
O (2.305, 0.374, -0.329)
C (1.140, 0.275, 0.005)
N (0.058, 0.223, -0.842)
C (-1.114, 0.087, -0.124)
O (-2.224, -0.022, -0.607)
C (-0.753, 0.083, 1.326)
C (-1.543, 0.012, 2.455)
C (-0.888, 0.043, 3.684)
C (0.501, 0.139, 3.761)
C (1.285, 0.216, 2.612)
C (0.620, 0.187, 1.403)
H (-2.618, -0.059, 2.383)
H (-1.465, -0.004, 4.597)
H (0.977, 0.157, 4.732)
H (2.361, 0.293, 2.657)
O (-1.091, 1.797, -3.991)
O (-0.130, 1.301, -4.699)

Cartesian forces, eV/Å:
1.20 0.04 0.27
-0.53 -0.42 0.41
0.44 -0.46 -0.54
-0.12 -0.65 -0.94
-0.66 0.57 0.94
-0.12 0.02 -0.06
0.46 0.04 0.21
-0.11 0.30 -0.48
-0.48 -0.13 0.03
0.28 0.06 -0.01
-0.16 -0.01 0.03
0.11 -0.01 -0.02
0.10 0.02 -0.01
-0.07 0.00 -0.05
-0.15 -0.05 -0.01
0.15 0.01 0.06
-0.05 -0.01 -0.01
-0.02 -0.01 0.04
0.00 0.01 0.04
0.06 0.02 0.00
-0.45 1.01 0.06
0.13 -0.33 0.03

## Properties
- Multiplicity: 5
- Orbital gap (alpha / beta): 7.27 / 5.98 eV
- LUMO energy (alpha / beta): -0.90 / -2.64 eV
- Expectation value of S²: 6.03

Here are the Mulliken charges for atoms 1 to 8, given in e: number 1, Ir, carries 0.865; number 2, Se, carries -0.090; number 3, Se, carries 0.042; number 4, Se, carries -0.074; number 5, Se, carries 0.015; number 6, O, carries -0.692; number 7, C, carries 0.573; number 8, N, carries -0.317



DFT (ωB97M-V/def2-TZVPD) results for a structure of composition C8H5BrO2PS at a distorted geometry.

Atoms and positions in Å:
C (2.464, -1.794, 0.471)
C (1.350, -1.440, 0.189)
C (0.023, -0.922, 0.211)
C (-0.231, 0.404, 0.325)
P (1.045, 1.673, 0.376)
S (2.104, 1.760, -1.266)
C (-1.679, 0.792, 0.397)
O (-2.090, 1.628, 1.167)
C (-2.563, 0.013, -0.519)
C (-2.308, -1.287, -0.638)
C (-1.147, -1.848, 0.115)
O (-1.165, -2.950, 0.613)
H (3.509, -1.989, 0.526)
H (1.872, 1.411, 1.484)
H (0.356, 2.880, 0.544)
H (-3.363, 0.521, -1.041)
H (-2.899, -1.919, -1.288)
Br (4.723, 3.067, -1.667)

Cartesian forces, eV/Å:
0.10 0.16 -0.65
-0.08 -0.09 1.15
0.13 0.32 -0.35
-0.34 -0.24 0.77
1.04 0.06 -1.96
-0.79 -0.20 0.51
0.11 0.02 -0.19
0.00 0.18 -0.20
0.07 -0.12 0.03
-0.08 0.44 -0.14
-0.07 -0.23 -0.21
0.09 -0.04 -0.21
-0.04 -0.14 0.10
-0.47 0.08 0.37
-0.22 -0.22 0.73
-0.11 0.01 0.16
0.00 -0.26 0.24
0.65 0.27 -0.15

## Properties
- Charge: -1
- Orbital gap: 3.93 eV
- LUMO energy: 0.79 eV

Here are the Mulliken charges for atoms 1 to 8, given in e: number 1, C, carries 0.051; number 2, C, carries -1.081; number 3, C, carries 0.822; number 4, C, carries 0.348; number 5, P, carries 0.188; number 6, S, carries -0.252; number 7, C, carries 0.066; number 8, O, carries -0.528



DFT (ωB97M-V/def2-TZVPD) results for a structure of composition C8H5FN3O2 at a distorted geometry.

Atoms and positions in Å:
C (2.505, -0.815, 0.731)
C (2.848, 0.101, -0.263)
C (1.184, -0.902, 1.148)
C (1.924, 0.946, -0.825)
C (0.255, -0.057, 0.596)
C (0.570, 0.930, -0.397)
C (-2.689, -1.074, -0.462)
C (-1.790, 0.926, 0.162)
N (-1.128, -0.090, 0.906)
N (-0.379, 1.713, -0.836)
N (-2.761, 0.277, -0.627)
O (-3.358, -1.911, -1.012)
O (-1.765, -1.342, 0.466)
F (-2.342, 1.896, 0.954)
H (3.254, -1.468, 1.159)
H (3.872, 0.134, -0.616)
H (0.873, -1.637, 1.877)
H (2.204, 1.636, -1.610)
H (-3.279, 0.736, -1.352)

Cartesian forces, eV/Å:
0.34 -0.41 0.21
0.05 0.03 0.00
-0.07 0.17 0.02
0.21 0.19 -0.22
0.33 -0.38 -0.22
-0.29 -0.46 0.42
-0.51 0.30 -0.46
3.07 2.26 -2.47
-0.55 0.00 0.26
-3.61 -0.95 1.68
0.45 0.21 0.71
-0.07 -0.31 -0.04
0.46 -0.39 0.21
-0.02 -0.10 -0.09
0.03 -0.04 -0.02
0.06 0.04 0.01
-0.02 -0.05 0.13
0.04 0.04 -0.05
0.11 -0.14 -0.07

## Properties
- Charge: -1
- Orbital gap: 6.52 eV
- LUMO energy: 3.73 eV

Here are the Mulliken charges for atoms 1 to 8, given in e: number 1, C, carries -0.554; number 2, C, carries -0.371; number 3, C, carries -0.691; number 4, C, carries -0.615; number 5, C, carries 0.518; number 6, C, carries 0.604; number 7, C, carries 0.474; number 8, C, carries 0.539



DFT (ωB97M-V/def2-TZVPD) results for the ion C8H5N2O3S with charge -1 at a distorted geometry.

Atoms and positions in Å:
N (3.206, 2.904, 1.327)
N (3.068, 2.022, 0.592)
C (2.970, 1.130, -0.238)
S (4.006, 0.035, -0.885)
O (3.310, -0.637, -2.015)
O (3.608, -1.328, 0.601)
C (2.578, -1.155, 1.310)
O (2.567, -1.265, 2.555)
C (1.333, -0.630, 0.565)
C (0.797, -1.298, -0.568)
C (-0.322, -0.778, -1.223)
C (-1.026, 0.257, -0.615)
C (-0.663, 0.743, 0.628)
C (0.549, 0.340, 1.184)
H (1.335, -1.975, -1.184)
H (-0.507, -1.195, -2.185)
H (-1.926, 0.715, -0.907)
H (-1.203, 1.496, 1.041)
H (0.953, 0.824, 2.157)

Cartesian forces, eV/Å:
-0.82 -1.23 -0.81
1.94 2.96 2.29
0.23 -1.19 -2.69
-2.42 -0.36 0.04
1.18 0.68 0.63
1.70 -0.91 -0.90
-1.08 1.12 1.90
-0.43 -0.11 -1.73
-1.01 -1.84 0.63
0.21 1.97 -0.10
0.40 0.39 1.33
0.09 -0.55 0.68
3.06 -1.99 -1.02
0.26 0.70 1.85
0.79 -0.81 0.31
-0.67 -0.05 -0.58
-1.08 0.10 -1.42
-1.58 2.07 1.33
-0.80 -0.95 -1.75

## Properties
- Charge: -1
- Orbital gap (alpha / beta): 7.34 / 7.34 eV
- LUMO energy (alpha / beta): 3.04 / 3.04 eV

Here are the Mulliken charges for atoms 1 to 8, given in e: number 1, N, carries -1.028; number 2, N, carries 0.749; number 3, C, carries 0.079; number 4, S, carries 0.372; number 5, O, carries -0.511; number 6, O, carries -0.627; number 7, C, carries 0.849; number 8, O, carries -0.686



DFT (ωB97M-V/def2-TZVPD) results for a cluster of 2 separate species, C8H5N2PS in total at a distorted geometry.

Atoms and positions in Å:
C (-3.378, -0.435, -1.431)
C (-3.748, 1.602, 0.114)
C (3.015, -0.282, 0.419)
C (2.355, 0.592, 1.247)
C (2.513, -0.981, -0.649)
C (0.932, 0.754, 0.976)
C (1.212, -0.813, -0.910)
C (0.507, 0.035, -0.052)
N (-3.719, -0.799, -2.462)
N (-3.786, 2.751, -0.048)
P (-2.875, 0.092, 0.268)
S (-3.982, -1.190, 1.449)
H (4.035, -0.540, 0.465)
H (2.850, 0.809, 2.198)
H (3.099, -1.572, -1.440)
H (0.181, 1.108, 1.651)
H (0.792, -1.132, -1.795)

Cartesian forces, eV/Å:
0.64 0.17 1.45
0.50 2.16 0.06
1.63 -0.21 -0.07
-1.45 -1.05 0.22
0.67 -0.77 -2.10
1.84 -0.58 1.40
-1.97 1.76 0.96
-0.57 -1.08 -1.90
-0.09 -0.15 -0.55
-0.52 -1.03 0.19
-0.98 -1.92 -0.65
0.64 0.75 -0.51
1.44 0.46 1.24
-0.37 0.73 -0.43
-0.45 0.88 1.81
0.14 0.93 0.52
-1.09 -1.06 -1.63

## Properties
- Orbital gap (alpha / beta): 8.96 / 5.47 eV
- LUMO energy (alpha / beta): -0.77 / -3.51 eV

Here are the Mulliken charges for atoms 1 to 8, given in e: number 1, C, carries 0.202; number 2, C, carries 0.286; number 3, C, carries -0.271; number 4, C, carries -0.509; number 5, C, carries -0.212; number 6, C, carries -0.100; number 7, C, carries -0.530; number 8, C, carries -0.018



Number 5 is which compound?
C8H5N2O3S



Copy entry 1 word for word.
DFT (ωB97M-V/def2-TZVPD) results for a structure of composition C8H4BrF6FeNO8S3.

Atoms and positions in Å:
Fe (-0.863, -0.234, -0.657)
O (-2.774, -0.123, -0.469)
S (-2.762, -0.431, -1.971)
O (-3.949, -0.064, -2.669)
O (-1.525, 0.429, -2.318)
O (-2.281, -1.819, -2.067)
F (3.644, -1.087, 1.667)
C (2.819, -0.370, 0.905)
F (3.506, 0.628, 0.357)
F (1.853, 0.123, 1.671)
S (2.113, -1.452, -0.411)
O (1.084, -0.661, -1.076)
O (3.231, -1.819, -1.210)
N (1.570, -2.675, 0.421)
S (0.088, -2.790, 0.955)
O (-0.728, -1.600, 0.717)
O (0.013, -3.330, 2.268)
C (-0.597, -4.099, -0.155)
F (-0.002, -5.253, 0.156)
F (-1.900, -4.215, 0.046)
F (-0.349, -3.819, -1.421)
Br (0.313, 5.916, 1.464)
C (-0.013, 4.149, 0.840)
C (0.963, 3.494, 0.108)
C (0.719, 2.201, -0.333)
C (-0.481, 1.552, -0.058)
C (-1.453, 2.251, 0.650)
C (-1.224, 3.541, 1.114)
H (1.901, 3.985, -0.118)
H (1.484, 1.717, -0.924)
H (-2.412, 1.791, 0.847)
H (-1.987, 4.066, 1.671)

Cartesian forces, eV/Å:
-0.39 0.38 -0.54
-0.08 0.04 -0.01
0.19 -0.57 0.00
-0.06 0.00 -0.05
0.33 0.06 0.09
-0.32 0.41 -0.12
0.03 0.02 -0.04
0.03 -0.07 0.08
-0.04 0.06 -0.03
-0.05 0.02 0.04
0.03 -0.48 -0.03
0.06 0.18 0.03
-0.04 -0.03 0.05
-0.26 0.37 0.00
0.39 -0.14 -0.03
0.08 -0.15 0.48
0.08 0.01 0.01
-0.03 0.03 0.05
-0.02 -0.03 -0.01
0.01 0.00 -0.01
-0.01 0.04 -0.04
0.01 0.02 0.01
-0.01 -0.10 -0.04
-0.07 0.07 0.07
0.07 -0.08 -0.17
0.13 0.14 0.14
-0.16 -0.16 0.12
0.08 0.05 -0.01
0.00 0.00 0.00
-0.01 -0.03 -0.01
0.02 -0.02 -0.02
0.00 0.00 0.00

## Properties
- Multiplicity: 2
- Charge: -1
- Orbital gap (alpha / beta): 8.84 / 9.03 eV
- LUMO energy (alpha / beta): 2.29 / 2.46 eV
- Expectation value of S²: 0.80

Here are the Mulliken charges for atoms 1 to 8, given in e: number 1, Fe, carries 0.664; number 2, O, carries -0.553; number 3, S, carries 1.057; number 4, O, carries -0.633; number 5, O, carries -0.503; number 6, O, carries -0.564; number 7, F, carries -0.238; number 8, C, carries 0.729